Here is one molecule with the formula C4H11N3O from the OMol25 dataset. Energies are from ωB97M-V with the def2-TZVPD basis set.

Values from the calculation:
Gap between HOMO and LUMO ... 10.13 eV
SMILES string ... C[C@H](CO)/N=C\NN
Net charge ... 0
Relative energy (zero: lowest compared OMol25 entry of this formula, charge and spin) ... 264.0 kJ/mol

```
19
Properties=species:S:1:pos:R:3:forces:R:3
C -1.346 -1.609 -0.181 -0.394 -1.138 1.278
N 1.861 1.084 1.087 0.723 -0.889 -0.287
C 0.082 1.606 -0.492 0.482 1.299 0.417
C 1.016 -1.253 -0.867 -1.845 0.847 -1.097
H 2.403 0.249 0.769 -0.697 0.990 0.369
H -2.446 -0.263 0.630 -0.107 0.510 -0.152
N 1.352 1.793 -0.017 0.645 -0.663 0.118
O -2.361 -1.209 0.738 -0.041 -0.673 -0.246
H -1.688 -1.580 -1.216 -0.061 0.190 -0.116
H 1.781 -0.527 -0.875 1.064 0.723 -0.335
C -0.155 -0.705 -0.001 -0.069 -0.553 -1.362
N -0.697 0.627 -0.390 0.467 -1.421 -0.362
H 1.068 0.746 1.607 0.027 0.018 0.411
H -0.276 2.514 -0.956 -0.250 0.266 -0.222
H 1.428 -2.176 -0.521 -0.024 -0.665 0.422
H 0.659 -1.378 -1.923 0.358 0.040 0.841
H 1.751 2.706 -0.012 -0.241 0.566 -0.375
H 0.164 -0.698 1.016 -0.106 -0.360 0.854
H -1.138 -2.684 0.063 0.069 0.914 -0.154
```
Forces are in eV/Å.